78
Properties=species:S:1:pos:R:3:forces:R:3 method="wB97M-V/def2-TZVPD" e_homo_ha=-0.016 total_charge=-2 e_lumo_ev=3.432 e_above_lowest_ev=0.0000 spin_multiplicity=1
Pd 0.461 -0.101 0.285 0.03 -0.04 0.25
C 1.816 0.635 2.687 0.03 -0.02 -0.12
C 1.605 1.493 1.569 0.01 0.02 0.01
C 0.231 1.892 1.592 0.04 0.08 -0.03
C -0.375 1.280 2.714 0.01 0.02 -0.01
C 0.603 0.523 3.390 0.00 -0.04 0.05
C 0.341 -0.408 4.538 -0.03 -0.02 0.02
C -1.820 1.405 3.093 -0.03 -0.02 0.00
C -0.414 2.926 0.710 -0.08 0.06 0.04
C 2.684 2.109 0.720 0.01 0.01 -0.02
C 3.103 -0.067 3.009 0.02 0.01 0.09
H -0.242 0.067 5.335 0.00 0.01 0.00
H 1.275 -0.752 4.990 0.01 0.01 0.00
H -0.218 -1.305 4.234 -0.01 0.00 -0.01
H -2.032 2.288 3.714 0.01 0.01 0.00
H -2.166 0.532 3.657 0.01 -0.01 0.00
H -2.455 1.486 2.206 0.00 0.00 -0.01
H -1.397 2.599 0.358 -0.01 0.00 0.02
H 0.172 3.124 -0.187 0.01 -0.03 -0.02
H -0.568 3.881 1.235 0.05 0.00 0.00
H 3.153 2.974 1.211 0.00 0.02 0.00
H 2.296 2.447 -0.242 0.00 0.00 0.01
H 3.482 1.394 0.501 0.00 0.00 0.00
H 3.676 0.409 3.820 -0.02 0.02 -0.01
H 3.756 -0.098 2.134 0.00 -0.01 -0.01
H 2.938 -1.107 3.317 0.01 0.00 -0.01
C -2.790 -2.938 -1.788 -0.04 -0.01 0.05
C -2.135 -1.882 -0.898 -0.10 0.03 0.04
C -2.470 -0.497 -1.475 0.01 -0.03 -0.04
C -2.750 -1.944 0.507 -0.04 0.00 -0.03
P -0.261 -1.916 -0.607 0.48 -0.13 -0.31
C -0.027 -3.368 0.539 -0.21 -0.10 0.09
C 0.623 -3.084 1.744 0.00 0.06 -0.11
C 0.805 -4.060 2.715 0.00 -0.01 0.02
C 0.329 -5.346 2.509 0.01 0.00 0.03
C -0.330 -5.647 1.326 -0.02 -0.03 -0.02
C -0.506 -4.669 0.356 0.07 0.07 0.00
C 0.595 -2.528 -2.199 -0.13 -0.15 0.13
C 0.178 -1.576 -3.316 -0.07 0.11 -0.05
C 2.105 -2.387 -1.962 -0.15 -0.11 0.04
C 0.350 -3.978 -2.632 0.04 0.02 -0.01
H -3.872 -2.758 -1.805 -0.01 -0.01 0.00
H -2.641 -3.954 -1.422 0.02 -0.02 -0.01
H -2.440 -2.872 -2.818 0.01 -0.06 0.02
H -3.550 -0.329 -1.395 -0.02 -0.01 -0.01
H -2.192 -0.407 -2.525 0.04 0.00 0.01
H -1.938 0.289 -0.937 -0.01 0.01 0.02
H -3.826 -1.747 0.435 0.00 0.01 0.00
H -2.299 -1.183 1.149 0.02 -0.01 0.02
H -2.611 -2.920 0.976 -0.01 0.00 0.01
H 0.962 -2.059 1.898 0.01 -0.05 0.03
H 1.306 -3.805 3.641 0.01 0.01 0.00
H 0.459 -6.109 3.269 0.01 0.00 0.00
H -0.715 -6.648 1.160 0.00 0.01 -0.02
H -1.026 -4.931 -0.554 -0.02 -0.01 -0.01
H 0.222 -0.531 -2.994 0.00 -0.01 -0.03
H -0.839 -1.793 -3.653 0.04 0.08 -0.03
H 0.839 -1.697 -4.181 0.02 -0.01 0.00
H 2.362 -1.375 -1.666 0.01 0.16 0.05
H 2.635 -2.641 -2.887 0.01 0.00 -0.01
H 2.440 -3.075 -1.180 0.02 0.06 0.05
H -0.705 -4.231 -2.732 -0.05 0.03 -0.03
H 0.804 -4.678 -1.931 0.00 -0.02 0.00
H 0.819 -4.140 -3.610 0.01 0.01 -0.01
I -1.632 -0.370 -9.520 0.02 0.03 0.06
C -0.945 0.508 -7.733 0.01 0.02 0.06
C 0.227 1.247 -7.745 0.04 -0.01 -0.13
C 0.675 1.818 -6.562 0.01 -0.03 0.06
C -0.028 1.658 -5.374 -0.04 0.02 0.01
C -1.205 0.919 -5.393 0.08 0.06 0.02
C -1.671 0.337 -6.564 -0.11 -0.08 -0.06
C 0.481 2.305 -4.054 -0.07 -0.04 -0.03
O 1.484 3.034 -4.188 0.04 0.03 -0.02
O -0.180 2.013 -3.041 0.02 0.05 -0.12
H 0.781 1.375 -8.667 0.01 -0.01 0.02
H 1.587 2.400 -6.524 -0.01 0.02 -0.01
H -1.744 0.819 -4.460 0.00 -0.04 0.03
H -2.585 -0.243 -6.567 0.00 0.01 0.00


6
Properties=species:S:1:pos:R:3:forces:R:3 method="wB97M-V/def2-TZVPD" e_homo_ha=-0.398 e_lumo_ev=0.789 e_above_lowest_ev=0.3224 spin_multiplicity=1 smiles=O.O
O -1.148 -0.113 0.011 -0.69 -1.42 -0.65
H -1.752 0.612 0.067 -0.51 1.01 0.23
H -1.735 -0.796 -0.396 0.98 0.52 0.45
O 1.691 -0.168 -0.108 0.87 -0.85 1.34
H 1.299 0.624 -0.457 -0.44 0.43 0.22
H 1.645 -0.158 0.883 -0.21 0.31 -1.60


72
Properties=species:S:1:pos:R:3:forces:R:3 method="wB97M-V/def2-TZVPD" e_homo_ha="-0.179 / -0.182" total_charge=-1 e_lumo_ev="1.372 / 0.971" e_above_lowest_ev=3.0042 spin_multiplicity=2
V 0.180 0.350 -0.864 -0.76 -2.40 0.84
C -4.375 -0.265 -0.108 -0.11 0.08 -0.02
N -3.328 0.720 0.105 0.03 0.11 -0.03
C -3.456 1.438 1.358 -0.07 -0.04 -0.01
C -3.085 0.633 2.619 0.12 0.06 0.00
N -1.659 0.608 2.965 -0.11 0.34 0.09
C -1.087 1.925 3.198 0.03 -0.18 0.12
C -0.981 -0.484 3.424 0.11 -0.12 -0.03
C 0.053 -0.314 4.394 -0.28 0.07 -0.27
C 0.816 -1.354 4.848 0.05 -0.15 0.01
C 0.613 -2.665 4.378 0.05 0.17 0.09
C -0.368 -2.867 3.457 -0.25 0.03 -0.23
C -1.191 -1.819 2.925 0.33 -0.13 0.31
S -2.235 -2.226 1.670 0.01 -0.34 -0.25
C -3.051 1.480 -1.057 -0.06 -0.28 0.33
C -3.476 2.803 -1.193 -0.01 -0.04 -0.03
C -3.334 3.471 -2.395 0.07 -0.03 -0.14
C -2.768 2.835 -3.497 -0.09 0.09 0.15
C -2.270 1.557 -3.352 0.03 -0.02 0.14
C -2.365 0.873 -2.132 0.11 -0.02 -0.13
S -1.616 -0.730 -2.003 0.27 0.31 0.05
H -5.367 0.215 -0.186 0.02 0.00 0.02
H -4.391 -0.983 0.708 0.00 0.02 0.04
H -4.186 -0.819 -1.023 0.04 -0.03 -0.03
H -4.490 1.804 1.511 0.03 -0.11 -0.02
H -2.834 2.328 1.293 0.05 -0.01 -0.01
H -3.447 -0.387 2.539 0.02 0.13 0.01
H -3.609 1.099 3.467 0.00 0.11 -0.02
H -0.007 1.892 3.089 0.05 -0.05 0.00
H -1.431 2.618 2.442 -0.05 0.04 -0.04
H -1.347 2.321 4.190 0.01 -0.01 0.01
H 0.233 0.662 4.809 -0.01 0.15 0.00
H 1.580 -1.152 5.590 0.00 -0.04 -0.01
H 1.223 -3.486 4.730 0.01 0.01 0.01
H -0.551 -3.853 3.050 0.01 -0.01 0.02
H -3.951 3.297 -0.355 -0.01 0.00 -0.05
H -3.677 4.495 -2.475 -0.01 0.01 -0.02
H -2.674 3.353 -4.442 0.01 0.02 0.00
H -1.761 1.061 -4.169 0.02 0.03 0.01
S 2.262 0.216 0.436 -0.12 0.12 -0.26
C 2.437 -1.427 0.968 0.03 0.10 0.09
C 3.302 -1.744 2.013 -0.01 0.03 -0.04
C 3.456 -3.057 2.436 0.22 0.01 0.19
C 4.337 -3.338 3.542 -0.22 0.02 -0.21
N 5.034 -3.539 4.434 0.03 0.00 0.02
C 2.738 -4.077 1.799 0.02 -0.32 0.09
C 1.873 -3.763 0.761 -0.08 -0.01 -0.06
C 1.712 -2.447 0.340 -0.11 0.06 -0.06
S 0.623 -2.051 -0.962 0.07 0.13 0.15
C 2.860 -5.449 2.224 -0.01 0.26 -0.05
N 2.944 -6.548 2.551 0.00 -0.03 0.01
H 3.851 -0.957 2.511 -0.01 0.01 -0.01
H 1.304 -4.553 0.289 -0.02 0.02 -0.01
O 1.327 0.488 -2.641 0.45 0.46 -0.10
S 2.794 0.874 -2.884 -0.73 -0.10 0.62
C 3.346 -0.469 -3.959 0.08 -0.08 -0.19
C 3.287 0.027 -5.412 -0.01 -0.02 0.01
C 2.285 1.182 -5.445 -0.05 -0.03 0.10
C 2.641 2.037 -4.235 0.05 0.13 -0.16
H 2.635 -1.266 -3.739 -0.01 0.00 -0.02
H 4.336 -0.786 -3.634 0.01 -0.01 -0.05
H 3.015 -0.783 -6.089 -0.01 0.00 0.00
H 4.273 0.390 -5.713 0.00 0.00 -0.02
H 1.270 0.802 -5.314 -0.01 0.00 -0.02
H 2.316 1.749 -6.375 0.07 0.01 -0.01
H 1.894 2.764 -3.915 0.00 -0.03 -0.01
H 3.613 2.528 -4.340 -0.01 0.02 -0.05
O -0.006 3.103 -2.131 0.06 0.08 0.13
Cl 0.597 2.706 -0.858 0.06 1.01 0.06
O -0.079 3.361 0.247 0.14 0.05 -0.17
O 2.010 3.057 -0.872 0.11 0.06 -0.06
O -0.618 0.535 0.462 0.32 0.29 -0.79


15
Properties=species:S:1:pos:R:3:forces:R:3 method="wB97M-V/def2-TZVPD" e_homo_ha=-0.272 e_lumo_ev=1.145 e_above_lowest_ev=5.0750 spin_multiplicity=1
C 1.285 0.544 -1.461 0.40 -0.43 1.23
C 0.423 -0.425 -0.636 -0.34 1.41 -2.18
C -0.449 0.217 0.260 -0.55 0.19 -0.72
C -1.925 -0.212 0.230 0.99 0.71 0.74
C 0.692 -0.625 1.083 -0.43 -1.49 2.08
H 2.266 0.584 -0.979 0.28 0.09 -0.54
H 0.880 1.551 -1.455 -0.10 0.35 0.04
H 1.360 0.230 -2.506 0.18 -0.25 0.32
H -0.409 1.257 0.634 0.50 0.08 -0.63
H -2.013 -0.924 -0.586 -0.46 -0.24 0.41
H -2.348 -0.468 1.204 -0.03 -0.42 -0.19
H -2.379 0.754 -0.033 -0.28 -0.43 -0.24
H 0.775 0.030 1.967 -0.17 0.03 -0.01
H 1.727 -0.988 0.999 -0.30 0.47 -1.03
H 0.113 -1.524 1.277 0.32 -0.07 0.71


82
Properties=species:S:1:pos:R:3:forces:R:3 method="wB97M-V/def2-TZVPD" e_homo_ha="-0.225 / -0.275" e_lumo_ev="0.065 / -0.077" e_above_lowest_ev=0.0000 spin_multiplicity=4
Co 1.837 1.724 0.608 -0.06 -0.25 0.51
O 3.027 3.214 1.368 0.19 0.08 0.21
C 2.083 3.656 0.739 -0.07 -0.06 -0.28
C 1.257 4.680 0.332 -0.13 0.00 -0.07
C 1.498 6.066 0.537 0.02 0.07 0.01
C 0.571 6.970 0.089 -0.01 0.06 -0.01
C -0.607 6.570 -0.563 0.02 0.03 0.01
C -0.850 5.217 -0.772 0.00 -0.06 -0.01
C 0.067 4.280 -0.348 -0.01 -0.04 -0.03
P -0.043 2.487 -0.486 0.08 0.16 -0.06
C 0.029 2.074 -2.251 0.02 -0.02 0.04
C -0.201 0.761 -2.661 -0.03 -0.09 0.10
C -0.035 0.405 -3.988 -0.01 0.01 0.00
C 0.372 1.353 -4.915 0.01 -0.01 -0.01
C 0.612 2.656 -4.512 0.00 0.00 -0.05
C 0.443 3.019 -3.184 -0.02 0.04 0.04
C -1.721 2.105 0.088 0.05 -0.05 -0.05
C -1.968 2.273 1.448 0.01 0.00 0.00
C -3.230 2.038 1.962 -0.04 -0.01 0.02
C -4.255 1.626 1.120 -0.04 0.00 0.03
C -4.014 1.457 -0.232 -0.01 -0.01 -0.04
C -2.750 1.700 -0.752 0.02 -0.02 0.00
H 2.395 6.388 1.044 0.07 0.03 0.04
H 0.751 8.024 0.249 0.00 0.06 0.01
H -1.320 7.308 -0.893 -0.06 0.07 -0.03
H -1.760 4.896 -1.264 -0.03 -0.01 -0.01
H -0.508 0.012 -1.936 0.03 0.06 -0.04
H -0.216 -0.616 -4.293 -0.01 -0.07 -0.02
H 0.505 1.075 -5.951 0.01 -0.01 -0.05
H 0.931 3.398 -5.230 0.02 0.04 -0.04
H 0.636 4.037 -2.874 0.00 0.02 0.01
H -1.169 2.592 2.106 0.05 0.02 0.04
H -3.413 2.169 3.019 -0.01 0.01 0.04
H -5.240 1.429 1.523 -0.01 -0.01 0.01
H -4.808 1.125 -0.889 -0.02 -0.01 -0.01
H -2.573 1.564 -1.810 0.01 0.01 -0.03
Cl 3.432 1.180 -1.148 0.00 0.01 -0.13
C 4.184 -0.280 -0.520 0.02 0.06 -0.06
C 5.163 -0.844 -1.316 0.04 -0.17 0.12
C 5.760 -2.026 -0.906 -0.09 0.10 0.04
C 5.352 -2.614 0.282 0.03 0.06 -0.08
C 4.372 -2.017 1.051 0.06 -0.14 0.08
Cl 3.888 -2.816 2.511 0.03 -0.07 0.01
C 3.749 -0.813 0.695 -0.10 0.09 -0.04
S 2.505 -0.138 1.709 -0.06 0.07 -0.11
H 5.445 -0.363 -2.239 0.03 0.04 -0.09
H 6.529 -2.487 -1.508 0.05 -0.02 -0.04
H 5.789 -3.541 0.620 0.03 -0.07 0.02
C -5.108 -2.827 -0.070 -0.02 0.01 0.02
C -4.144 -3.104 -1.024 -0.03 -0.03 -0.05
C -2.827 -2.723 -0.816 0.12 0.06 -0.12
C -2.454 -2.063 0.350 0.10 0.06 0.06
C -3.433 -1.780 1.297 0.08 -0.01 0.11
C -4.748 -2.162 1.093 -0.07 0.00 0.02
As -0.644 -1.333 0.591 -0.08 -0.02 -0.06
C 0.381 -2.712 -0.328 -0.03 0.02 0.15
C 0.103 -4.074 -0.254 -0.13 -0.02 0.02
C 0.908 -4.990 -0.908 0.00 -0.07 -0.01
C 1.998 -4.556 -1.648 0.01 -0.01 0.00
C 2.274 -3.203 -1.742 0.07 0.02 -0.05
C 1.465 -2.288 -1.085 0.00 0.15 -0.02
C -0.400 -1.791 2.473 -0.05 0.07 -0.11
C 0.119 -2.989 2.939 0.08 -0.10 -0.10
C 0.267 -3.204 4.299 0.02 -0.02 0.06
C -0.101 -2.225 5.209 0.00 -0.02 0.05
C -0.613 -1.022 4.751 -0.01 0.05 0.07
C -0.753 -0.807 3.390 -0.05 0.07 -0.02
H -6.132 -3.130 -0.228 -0.09 -0.02 -0.01
H -4.414 -3.622 -1.933 -0.02 -0.03 -0.06
H -2.085 -2.948 -1.574 0.01 -0.01 0.01
H -3.168 -1.262 2.211 0.01 -0.01 0.00
H -5.493 -1.943 1.845 -0.03 0.01 0.03
H -0.757 -4.421 0.305 0.00 0.00 0.04
H 0.685 -6.046 -0.838 -0.01 -0.05 0.00
H 2.630 -5.274 -2.151 0.05 -0.06 -0.05
H 3.124 -2.857 -2.314 0.03 0.02 -0.02
H 1.689 -1.229 -1.151 -0.03 -0.02 -0.02
H 0.445 -3.754 2.245 -0.03 0.03 0.02
H 0.684 -4.139 4.649 0.02 -0.04 0.02
H 0.021 -2.396 6.271 0.00 0.00 0.02
H -0.889 -0.245 5.453 0.00 0.00 0.01
H -1.133 0.147 3.036 0.00 -0.01 0.00


6
Properties=species:S:1:pos:R:3:forces:R:3 method="wB97M-V/def2-TZVPD" e_homo_ha="-0.173 / -0.173" total_charge=-1 e_lumo_ev="3.134 / 3.133" e_above_lowest_ev=0.1782 spin_multiplicity=1 smiles="O=C([O-])OOBr"
O -0.953 1.150 0.819 1.73 2.68 3.92
C -1.126 0.409 -0.042 -1.00 -2.14 -3.17
O -1.923 0.187 -0.912 -0.16 -0.92 -0.86
O 0.071 -0.854 -0.167 -1.21 0.23 -1.27
O 1.135 -0.678 0.574 0.46 -0.12 1.95
Br 2.795 -0.214 -0.273 0.18 0.26 -0.57